[1]
Molecular formula: C2H4LiNaO2
Method: DFT, ωB97M-V/def2-TZVPD

Structure (XYZ):
```
10
Properties=species:S:1:pos:R:3:mulliken_spin:R:1
O 2.497 2.109 -0.833 0.994
Na 2.669 4.145 -1.559 0.005
Li 2.391 0.366 -0.360 0.002
C 1.457 -2.231 0.664 0.003
C 1.114 -2.064 -1.340 -0.004
O 1.935 -1.592 -0.403 -0.002
H 1.154 -1.563 1.467 0.000
H 1.711 -3.283 0.782 0.000
H 1.528 -2.853 -1.967 0.000
H 0.188 -1.541 -1.563 0.000
```

Values from the calculation:
orbital gap (spin up / spin down): 7.8 / 7.2 eV
charge: +1
multiplicity: 2


[2]
Molecular formula: C2H4N
Method: DFT, ωB97M-V/def2-TZVPD

Structure (XYZ):
```
7
Properties=species:S:1:pos:R:3:nbo_charge:R:1
C 1.421 -1.663 0.743 0.115
C 0.695 0.236 -0.071 0.245
N -0.756 -0.032 -0.014 -0.911
H 2.435 -1.332 0.445 0.080
H -0.694 -0.938 0.450 0.495
H -1.140 -0.019 -1.024 0.489
H -1.196 0.841 0.388 0.487
```

Values from the calculation:
orbital gap (spin up / spin down): 7.5 / 7.6 eV
charge: +1


[3]
Molecular formula: C2H4N2
Method: DFT, ωB97M-V/def2-TZVPD

Structure (XYZ):
```
8
Properties=species:S:1:pos:R:3:nbo_charge:R:1
C -0.482 -0.128 1.033 -0.007
C 0.455 0.502 -1.227 -0.647
N -0.951 -1.409 1.060 -0.081
N 0.088 -1.245 1.649 -0.063
H -0.722 0.816 1.518 0.196
H 1.535 0.901 -1.037 0.205
H -0.365 1.168 -1.582 0.204
H 0.443 -0.604 -1.414 0.194
```

Values from the calculation:
orbital gap (spin up / spin down): 9.1 / 8.9 eV
charge: 0


[4]
Molecular formula: C2H4N2
Method: DFT, ωB97M-V/def2-TZVPD

Structure (XYZ):
```
8
Properties=species:S:1:pos:R:3:nbo_charge:R:1
C -1.125 0.717 1.466 -0.221
C 0.923 -0.601 -0.987 0.131
N 1.176 -1.099 -2.105 -0.658
N -1.275 1.050 0.319 -0.185
H -1.751 1.238 2.323 0.183
H -0.419 0.190 2.037 0.198
H 1.612 -0.692 -0.044 0.161
H 0.858 -0.803 -3.010 0.392
```

Values from the calculation:
orbital gap (spin up / spin down): 9.8 / 7.6 eV
charge: 0


[5]
Molecular formula: C2H4N2
Method: DFT, ωB97M-V/def2-TZVPD

Structure (XYZ):
```
8
Properties=species:S:1:pos:R:3:nbo_charge:R:1
C 1.239 -0.638 -0.013 -0.044
C 1.112 0.616 -0.328 -0.002
N 0.306 0.236 0.706 -0.260
N -1.656 0.049 -0.100 -0.854
H 1.562 -1.743 -0.039 0.259
H 1.444 1.565 -0.765 0.232
H -2.020 0.826 0.465 0.336
H -1.987 -0.912 0.074 0.332
```

Values from the calculation:
orbital gap (spin up / spin down): 8.3 / 9.5 eV
charge: 0


[6]
Molecular formula: C2H4N2O
Method: DFT, ωB97M-V/def2-TZVPD

Structure (XYZ):
```
9
Properties=species:S:1:pos:R:3:nbo_charge:R:1
C 0.699 -0.653 -0.010 0.047
C -0.533 -0.559 0.955 0.640
N 1.360 0.367 -0.319 -0.590
N -1.608 0.273 0.354 -0.873
O -0.660 -1.152 2.038 -0.569
H 0.809 -1.579 -0.498 0.171
H 2.307 0.197 -0.844 0.358
H -1.457 0.783 -0.503 0.405
H -2.533 0.290 0.861 0.411
```

Values from the calculation:
orbital gap: 10.7 eV
charge: 0


It is found that the strongest force on any atom values, taken in the order of the records, are 6.90 3.80 5.30 4.40 2.47 3.64 eV/A.